Run i
The following is a DFT calculation (ωB97M-V with the def2-TZVPD basis set) of a 2-piece molecular cluster, C3H10OS2 overall.

Last column: natural (NBO) charge in e.
Cartesian coordinates (Å):
1 S 1.632 3.169 3.116  0.087
2 S 1.844 1.144 3.004  0.084
3 C 0.577 3.515 1.690  -0.761
4 C 4.571 1.455 2.445  -0.627
5 C 3.256 0.953 1.870  -0.534
6 H -0.382 2.975 1.759  0.224
7 H 0.371 4.598 1.686  0.230
8 H 1.065 3.245 0.739  0.217
9 H 5.385 1.314 1.714  0.212
10 H 4.825 0.903 3.366  0.213
11 H 4.496 2.528 2.687  0.220
12 H 3.009 1.457 0.916  0.212
13 H 3.289 -0.136 1.677  0.222
14 O -1.386 -0.457 -2.121  -0.941
15 H -1.781 -1.344 -2.279  0.471
16 H -1.137 -0.461 -1.169  0.471

SMILES string: CCSSC.O
Frontier orbital gap, eV: 9.5



Run ii
The following is a DFT calculation (ωB97M-V with the def2-TZVPD basis set) of a 2-piece molecular cluster, C3H10OS2 overall.

Last column: natural (NBO) charge in e.
Cartesian coordinates (Å):
1 C 1.013 -1.761 -1.395  -0.611
2 C 1.236 -1.485 0.150  -0.606
3 S 1.020 0.207 0.552  0.151
4 S -1.363 -0.149 0.126  0.095
5 C -1.582 -1.277 1.508  -0.822
6 H 1.722 -2.480 -1.818  0.205
7 H 0.005 -2.001 -1.634  0.216
8 H 1.340 -0.828 -1.851  0.210
9 H 2.309 -1.702 0.177  0.234
10 H 0.648 -2.270 0.598  0.223
11 H -1.681 -0.710 2.460  0.223
12 H -0.702 -1.810 1.860  0.233
13 H -2.423 -1.989 1.628  0.249
14 H -0.635 3.946 -1.657  0.463
15 H 0.391 3.334 -0.803  0.466
16 O 0.230 4.161 -1.282  -0.929

SMILES string: CCSSC.O
Frontier orbital gap, eV: 8.0



Run iii
The following is a DFT calculation (ωB97M-V with the def2-TZVPD basis set) of a 2-piece molecular cluster, C3H10OS2 overall.

Last column: natural (NBO) charge in e.
Cartesian coordinates (Å):
1 C -1.070 -1.781 1.105  -0.623
2 C 0.433 -1.399 0.816  -0.586
3 S 0.854 -0.605 -0.686  0.124
4 S 0.096 1.542 0.232  0.120
5 C 1.778 1.778 0.710  -0.813
6 H -1.529 -2.113 0.180  0.209
7 H -0.967 -2.549 1.889  0.216
8 H -1.752 -1.018 1.481  0.214
9 H 1.005 -2.336 0.755  0.225
10 H 0.748 -0.831 1.698  0.222
11 H 2.602 1.918 -0.006  0.229
12 H 2.132 0.856 1.167  0.227
13 H 1.880 2.798 1.116  0.240
14 H -3.038 -0.411 -0.982  0.454
15 H -1.745 -0.546 -1.496  0.466
16 O -2.639 -0.448 -1.869  -0.923

SMILES string: CCSSC.O
Frontier orbital gap, eV: 8.2



Short version: run i is the most stable of them.



Run i
The following is a DFT calculation (ωB97M-V with the def2-TZVPD basis set) of a 2-piece molecular cluster, C3H8NO overall.

Last column: natural (NBO) charge in e.
Cartesian coordinates (Å):
1 C -0.982 1.602 -1.351  -0.189
2 O 0.141 1.119 -1.904  -0.964
3 H -0.866 2.386 -0.529  0.056
4 H -1.659 2.219 -2.017  0.060
5 H -1.758 0.925 -0.904  0.059
6 C -0.725 -0.791 1.473  -0.476
7 C 1.296 -1.190 0.451  -0.061
8 N 0.736 -1.044 1.587  -0.424
9 H -0.851 0.168 0.939  0.237
10 H -1.141 -0.747 2.476  0.179
11 H -1.223 -1.512 0.815  0.189
12 H 2.141 -1.900 0.520  0.136
13 H 0.906 -1.107 -0.574  0.198

Net charge: -1
Frontier orbital gap, eV: 6.4



Run ii
The following is a DFT calculation (ωB97M-V with the def2-TZVPD basis set) of an isolated ion of composition C3H8NO and charge -1.

Last column: natural (NBO) charge in e.
Cartesian coordinates (Å):
1 C -0.670 -1.669 0.258  -0.420
2 N 0.410 -0.706 0.535  -0.703
3 C 0.217 0.750 0.673  -0.267
4 C 0.298 1.415 -0.798  -0.035
5 O 0.852 0.551 -1.667  -0.953
6 H -1.648 -1.271 0.561  0.159
7 H -0.510 -2.501 0.947  0.161
8 H -0.555 -1.911 -0.796  0.195
9 H 0.964 -0.671 -0.335  0.401
10 H 1.112 1.040 1.221  0.170
11 H -0.771 0.853 1.127  0.151
12 H 1.014 2.284 -0.690  0.073
13 H -0.712 1.837 -1.035  0.068

Net charge: -1
SMILES string: CNCC[O-]
Frontier orbital gap, eV: 7.1



Run iii
The following is a DFT calculation (ωB97M-V with the def2-TZVPD basis set) of a 2-piece molecular cluster, C3H8NO overall.

Last column: natural (NBO) charge in e.
Cartesian coordinates (Å):
1 C 0.108 -0.337 0.730  -0.372
2 N 1.147 -1.073 1.542  -0.944
3 C 0.798 0.461 -0.555  -0.468
4 C -0.310 1.128 0.185  0.218
5 O -1.430 1.293 -0.438  -0.836
6 H 0.127 -0.178 1.887  0.432
7 H -2.062 -1.386 -2.233  -0.043
8 H -0.663 -1.037 0.400  0.191
9 H 1.986 -0.496 1.559  0.296
10 H 1.839 0.641 -0.313  0.178
11 H 0.646 -0.230 -1.371  0.210
12 H -2.116 -0.674 -2.354  0.040
13 H -0.070 1.888 0.960  0.100

Net charge: -1
Frontier orbital gap, eV: 7.0



Run iv
The following is a DFT calculation (ωB97M-V with the def2-TZVPD basis set) of a 2-piece molecular cluster, C3H8NO overall.

Last column: natural (NBO) charge in e.
Cartesian coordinates (Å):
1 C 2.155 -0.996 -0.207  -0.198
2 O 1.787 0.223 0.251  -0.984
3 H 1.963 -1.114 -1.302  0.066
4 H 1.584 -1.872 0.222  0.071
5 H 3.255 -1.228 -0.217  0.078
6 C -1.498 0.506 -0.814  -0.476
7 C -1.247 0.713 1.441  -0.091
8 N -1.973 1.022 0.461  -0.431
9 H -1.745 1.221 -1.619  0.173
10 H -0.411 0.383 -0.818  0.256
11 H -2.200 -0.289 -1.080  0.182
12 H -1.383 1.238 2.385  0.140
13 H -0.287 0.192 1.298  0.215

Net charge: -1
Frontier orbital gap, eV: 6.7



Short version: run ii is the most stable of them.



Run i
The following is a DFT calculation (ωB97M-V with the def2-TZVPD basis set) of an isolated ion of composition C3H8NO and charge -1.

Last column: natural (NBO) charge in e.
Cartesian coordinates (Å):
1 C -1.009 0.722 0.548  -0.038
2 O -2.325 0.341 0.322  -0.972
3 C 0.136 -0.395 0.233  -0.095
4 C 1.489 0.201 -0.165  -0.640
5 N -0.414 -1.248 -0.849  -0.855
6 H -0.674 1.694 0.049  0.067
7 H -0.804 0.876 1.683  0.064
8 H -0.013 -1.120 1.097  0.165
9 H 1.382 0.642 -1.177  0.198
10 H 2.041 -0.678 -0.077  0.205
11 H 2.112 0.962 0.414  0.195
12 H -0.608 -0.562 -1.534  0.328
13 H -1.312 -1.434 -0.543  0.378

Net charge: -1
SMILES string: C[C@H](N)C[O-]
Frontier orbital gap, eV: 6.7



Run ii
The following is a DFT calculation (ωB97M-V with the def2-TZVPD basis set) of a 2-piece molecular cluster, C3H8NO overall.

Last column: natural (NBO) charge in e.
Cartesian coordinates (Å):
1 C 1.987 1.476 -0.841  -0.200
2 O 0.921 1.448 0.008  -0.975
3 H 1.763 0.957 -1.807  0.084
4 H 2.269 2.496 -1.191  0.088
5 H 2.932 1.070 -0.417  0.084
6 C -2.363 -0.559 0.713  -0.612
7 C -1.305 -1.326 0.418  0.042
8 N 0.022 -1.033 0.581  -0.845
9 H -2.349 0.485 0.991  0.198
10 H -3.359 -0.991 0.714  0.171
11 H -1.479 -2.350 0.085  0.149
12 H 0.676 -1.676 0.185  0.355
13 H 0.285 0.004 0.562  0.461

Net charge: -1
Frontier orbital gap, eV: 6.9



Run iii
The following is a DFT calculation (ωB97M-V with the def2-TZVPD basis set) of an isolated ion of composition C3H8NO and charge -1.

Last column: natural (NBO) charge in e.
Cartesian coordinates (Å):
1 C 0.754 -0.369 -0.464  -0.233
2 N 0.037 0.727 0.114  -0.681
3 C -1.418 0.449 0.392  0.173
4 O -1.664 -0.767 0.797  -0.919
5 C 2.232 -0.104 -0.632  -0.617
6 H 0.594 -1.218 0.210  0.214
7 H 0.331 -0.809 -1.385  0.133
8 H 0.086 1.538 -0.498  0.314
9 H -1.964 0.761 -0.574  -0.006
10 H -1.752 1.267 1.088  0.051
11 H 2.617 0.518 0.176  0.208
12 H 2.336 0.580 -1.494  0.169
13 H 2.730 -1.004 -0.977  0.193

Net charge: -1
SMILES string: CCNC[O-]
Frontier orbital gap, eV: 6.4



Short version: run iii is the most stable of them.



Run i
The following is a DFT calculation (ωB97M-V with the def2-TZVPD basis set) of C3H5FS as an isolated structure.

Last column: natural (NBO) charge in e.
Cartesian coordinates (Å):
1 C 0.954 -0.276 -1.560  -0.739
2 C -0.408 0.094 0.556  -0.487
3 C -1.071 0.356 1.755  0.233
4 H 1.936 0.110 -1.095  0.230
5 H 0.719 -1.494 -0.924  0.220
6 H 0.732 -0.364 -2.874  0.260
7 H 0.216 -0.723 0.538  0.201
8 H -1.110 -0.208 2.608  0.161
9 F -1.581 1.501 1.905  -0.311
10 S -0.387 1.004 -0.911  0.232

Frontier orbital gap, eV: 8.7



Run ii
The following is a DFT calculation (ωB97M-V with the def2-TZVPD basis set) of an isolated molecule of C3H5FS.

Last column: natural (NBO) charge in e.
Cartesian coordinates (Å):
1 C 1.214 0.031 -0.176  0.052
2 C -0.132 0.091 0.504  -0.545
3 C -1.275 0.209 -0.391  -0.224
4 H 1.985 0.424 0.463  0.181
5 H 1.118 0.397 -1.195  0.172
6 H -0.181 0.892 1.247  0.236
7 H -0.290 -0.881 0.849  0.264
8 H -1.328 0.960 -1.135  0.193
9 F 1.420 -1.366 -0.142  -0.380
10 S -2.531 -0.757 -0.023  0.050

SMILES string: FCCC=S
Frontier orbital gap, eV: 8.5



Short version: run ii is the most stable of them.